15
Properties=species:S:1:pos:R:3 method="wB97M-V/def2-TZVPD" total_energy_ev=-24275.34033 charge=0 relative_energy_kcal_mol=0.0 multiplicity=3
H 1.17796 -0.60139 -1.70322
H -2.58220 -1.11855 0.53441
H -0.63430 -0.36772 -1.72049
H 0.85667 2.16013 0.45289
C -0.48617 0.92242 -0.22338
O -0.31774 0.54192 -1.66006
S 2.53538 0.50520 0.24871
O 1.42085 -1.40757 -1.17205
O -1.91205 -0.93389 -0.20507
H -0.91348 0.73597 2.12376
C -1.25514 0.05376 0.43800
H 1.86923 -1.83473 0.88196
O -0.06081 2.12896 0.20462
O -1.60355 0.22617 1.72804
C 1.90536 -1.01067 0.07189